# 1
Formula: C49H51AsN8O3SSeY
Source: the Open Molecules 2025 dataset
Level of theory: wB97M-V/def2-TZVPD

- Charge: +1
- Orbital gap: 0.26521 Ha
- LUMO: -3.50 eV
- HOMO: -10.719 eV
- Energy relative to the best compared isomer or geometry (same formula, charge and spin): 0.673 eV

Each line ends with the Löwdin charge.
CARTESIAN COORDINATES (ANGSTROEM)
Y 0.25 0.12 0.26  1.153
C -0.55 -0.37 -4.13  -0.050
C 0.66 -0.23 -4.81  -0.038
C 1.83 -0.11 -4.09  0.002
C 1.80 -0.14 -2.69  -0.317
N 0.62 -0.24 -2.05  -0.007
C -0.53 -0.35 -2.76  -0.133
N 3.03 -0.10 -2.07  0.178
C 3.32 0.00 -0.82  -0.316
N 2.50 0.21 0.28  -0.015
C 3.29 0.25 1.42  -0.302
N 2.96 0.41 2.65  0.179
C 1.70 0.43 3.21  -0.313
C 1.63 0.93 4.52  0.008
C 0.45 0.84 5.23  -0.034
C -0.66 0.24 4.63  -0.046
C -0.54 -0.19 3.34  -0.159
N 0.60 -0.08 2.62  -0.003
C 4.71 0.07 1.02  -0.110
C 5.87 0.04 1.76  0.005
C 7.06 -0.16 1.07  -0.054
C 7.07 -0.31 -0.31  -0.056
C 5.90 -0.28 -1.05  0.000
C 4.72 -0.08 -0.36  -0.118
H -1.49 -0.48 -4.66  0.117
H 0.69 -0.23 -5.89  0.120
H 2.79 -0.01 -4.58  0.121
H -1.44 -0.43 -2.19  0.116
H 2.52 1.35 4.96  0.119
H 0.39 1.22 6.24  0.119
H -1.60 0.12 5.16  0.117
H -1.38 -0.64 2.82  0.109
H 5.84 0.16 2.84  0.119
H 7.99 -0.19 1.62  0.110
H 8.02 -0.47 -0.81  0.109
H 5.89 -0.41 -2.13  0.117
O -5.26 2.84 -1.03  -0.291
S -5.09 2.09 0.18  0.641
O -6.23 1.50 0.82  -0.274
N -3.92 0.94 -0.06  0.017
C -2.87 1.21 0.64  -0.492
O -1.79 0.50 0.56  -0.270
C -2.93 2.41 1.51  -0.163
C -1.98 2.94 2.37  -0.060
C -2.29 4.11 3.05  -0.051
C -3.52 4.73 2.88  -0.051
C -4.48 4.20 2.02  -0.018
C -4.15 3.04 1.35  -0.215
H -1.02 2.46 2.51  0.078
H -1.57 4.55 3.72  0.111
H -3.74 5.65 3.42  0.112
H -5.44 4.68 1.88  0.129
C 5.35 5.75 -2.14  -0.096
C 3.90 5.86 -1.68  -0.246
C 3.52 4.83 -0.62  -0.179
C 3.44 3.39 -1.12  -0.141
N 2.38 3.21 -2.11  0.008
C 1.07 3.13 -1.82  -0.609
Se 0.30 3.00 -0.13  0.789
N 0.37 3.19 -2.97  0.004
C -1.09 3.25 -3.12  -0.138
C -1.57 4.66 -3.41  -0.168
C -1.49 5.61 -2.22  -0.249
C -2.51 5.29 -1.13  -0.105
C 1.25 3.25 -4.04  -0.156
C 1.04 3.28 -5.41  -0.003
C 2.16 3.28 -6.22  -0.065
C 3.45 3.24 -5.67  -0.063
C 3.66 3.23 -4.30  0.003
C 2.53 3.24 -3.49  -0.155
H 5.62 6.58 -2.80  0.078
H 5.55 4.83 -2.69  0.047
H 6.03 5.77 -1.29  0.080
H 3.23 5.78 -2.54  0.102
H 3.73 6.85 -1.27  0.111
H 2.56 5.08 -0.17  0.091
H 4.26 4.85 0.19  0.124
H 3.22 2.72 -0.29  0.086
H 4.37 3.06 -1.58  0.125
H -1.53 2.85 -2.21  0.089
H -1.35 2.57 -3.94  0.120
H -2.61 4.59 -3.75  0.126
H -1.00 5.06 -4.25  0.109
H -1.65 6.63 -2.58  0.111
H -0.48 5.60 -1.80  0.091
H -3.52 5.23 -1.53  0.081
H -2.50 6.06 -0.36  0.080
H -2.30 4.34 -0.64  0.022
H 0.04 3.30 -5.83  0.120
H 2.04 3.30 -7.29  0.111
H 4.30 3.24 -6.34  0.111
H 4.66 3.20 -3.89  0.106
C -0.37 -4.12 -0.79  -0.284
As 0.36 -2.87 0.51  1.110
C -0.22 -3.70 2.17  -0.286
C 2.28 -3.31 0.41  -0.318
C 2.61 -4.70 0.86  -0.321
C 2.62 -5.77 -0.03  -0.063
C 2.88 -7.06 0.41  -0.073
C 3.14 -7.29 1.75  -0.081
C 3.15 -6.23 2.65  -0.074
C 2.89 -4.95 2.21  -0.066
H 0.00 -5.12 -0.58  0.025
H -0.08 -3.82 -1.79  0.025
H -1.46 -4.12 -0.72  0.033
H 0.10 -4.74 2.20  0.034
H -1.30 -3.64 2.21  0.034
H 0.21 -3.17 3.02  0.021
H 2.82 -2.56 0.98  0.058
H 2.54 -3.17 -0.65  0.077
H 2.43 -5.58 -1.08  0.112
H 2.88 -7.87 -0.30  0.107
H 3.35 -8.30 2.09  0.106
H 3.37 -6.41 3.69  0.107
H 2.91 -4.12 2.91  0.114

# 2
Formula: C4H3N3O
Source: the Open Molecules 2025 dataset
Level of theory: wB97M-V/def2-TZVPD

- Charge: 0
- Orbital gap: 0.30615 Ha
- LUMO: -1.32 eV
- HOMO: -9.652 eV
- Energy relative to the best compared isomer or geometry (same formula, charge and spin): 5.444 eV

Each line ends with the Löwdin charge.
CARTESIAN COORDINATES (ANGSTROEM)
C 1.60 -0.03 -0.33  -0.189
C 0.74 -1.28 0.40  -0.045
C -1.60 0.31 -0.40  -0.102
C -0.40 1.30 0.14  -0.108
H 1.35 -1.84 1.01  0.082
H -2.79 0.95 -0.57  0.186
H -0.80 2.11 0.64  0.059
N -0.43 -1.54 0.15  0.011
N -1.46 -0.97 -0.61  0.008
N 0.90 1.26 0.12  0.109
O 2.89 -0.26 -0.56  -0.011

> Which value of charge does entry 1 give?

+1

> What is the formula in the second record?

C4H3N3O

> Number 1 is which compound?

C49H51AsN8O3SSeY